Arrangement i

C3H12N2O | ωB97M-V/def2-TZVPD

```
18
Properties=species:S:1:pos:R:3:mulliken_charge:R:1
N 2.287 -0.302 1.076 -0.589
C 1.511 0.929 1.053 -0.585
C 0.437 0.811 -0.065 -0.432
C -0.343 2.134 -0.181 -0.467
N -1.568 2.004 -0.957 -0.651
H 2.939 -0.311 1.858 0.219
H 2.904 -0.402 0.277 0.212
H 2.098 1.820 0.971 0.345
H 0.888 0.914 1.953 0.325
H 1.066 0.779 -0.961 0.239
H -0.178 -0.034 0.133 0.269
H 0.407 2.859 -0.503 0.369
H -0.570 2.446 0.851 0.267
H -2.288 1.725 -0.307 0.254
H -1.846 2.912 -1.305 0.225
H -2.575 -4.168 -1.005 0.318
H -1.252 -4.770 -1.351 0.320
O -1.985 -4.878 -0.728 -0.638
```

Total charge   0
Orbital gap   0.37749 Eh
HOMO level   -0.3428 Eh
SMILES string   NCCCN.O

=====

Arrangement ii

C3H12N2O | ωB97M-V/def2-TZVPD

```
18
Properties=species:S:1:pos:R:3:mulliken_charge:R:1
C -2.162 -0.813 0.358 -0.754
N -1.653 0.232 -0.510 -0.520
O -1.491 1.386 0.292 -0.410
H -1.925 2.089 -0.215 0.320
H -0.525 -0.088 -0.764 0.532
H -2.172 -1.743 -0.206 0.309
H -3.183 -0.564 0.655 0.270
H -1.558 -0.927 1.263 0.309
C 1.770 0.810 0.982 -0.767
C 0.937 -0.485 -1.314 -1.185
N 1.074 -0.382 0.558 -0.384
H 1.700 -1.181 0.656 0.256
H 1.102 1.672 0.935 0.234
H 2.106 0.688 2.020 0.336
H 2.661 1.055 0.380 0.295
H 0.508 0.073 -2.149 0.408
H 0.824 -1.561 -1.419 0.328
H 1.985 -0.259 -1.521 0.423
```

Total charge   0
Orbital gap   0.34259 Eh
HOMO level   -0.3100 Eh

=====

Which of them is the most stable, and which is the least stable? arrangement i and arrangement ii, in that order.

=====

Arrangement i

CHN3O3 | ωB97M-V/def2-TZVPD

```
8
Properties=species:S:1:pos:R:3:mulliken_charge:R:1
C -0.339 -0.526 0.154 0.522
N 0.343 0.467 0.152 -0.239
N -0.963 -1.586 -0.013 -0.332
N 1.012 1.563 0.834 1.029
O 1.398 1.311 1.912 -0.478
O 1.140 2.545 0.176 -0.496
O -1.514 -2.050 -1.201 -0.338
H -1.077 -1.724 -2.013 0.332
```

Total charge   0
Orbital gap   0.33940 Eh
HOMO level   -0.3624 Eh
SMILES string   O=[N+]([O-])N=C=NO

=====

Arrangement ii

CHN3O3 | ωB97M-V/def2-TZVPD

```
8
Properties=species:S:1:pos:R:3:mulliken_charge:R:1
C 0.825 0.357 -2.028 0.606
N 0.461 1.071 -1.141 -0.078
N -0.648 -0.076 2.205 -0.524
N -0.481 -0.295 1.035 1.019
O 1.005 -0.100 -3.113 -0.426
O -0.615 -1.112 0.179 -0.511
O 0.364 1.113 0.216 -0.374
H -0.910 -0.958 2.648 0.288
```

Total charge   0
Orbital gap (spin up / spin down)   0.31650 / 0.31665 Eh
HOMO level (spin up / spin down)   -0.3699 / -0.3700 Eh

=====

Which of them is the most stable, and which is the least stable? arrangement ii and arrangement i, in that order.